1.
{"formula": "C28H51AlB2N7", "method": "ωB97M-V with the def2-TZVPD basis set", "species": ["Al", "B", "H", "H", "H", "H", "B", "H", "H", "H", "H", "C", "C", "C", "C", "N", "H", "H", "H", "H", "H", "H", "H", "C", "C", "C", "C", "N", "H", "H", "H", "H", "H", "H", "H", "C", "C", "C", "C", "N", "H", "H", "H", "H", "H", "H", "H", "C", "C", "C", "C", "N", "H", "H", "H", "H", "H", "H", "H", "N", "C", "C", "C", "C", "H", "H", "H", "H", "H", "N", "C", "C", "C", "C", "H", "H", "H", "H", "H", "N", "C", "C", "C", "C", "H", "H", "H", "H", "H"], "xyz": [[1.42030, 1.67485, 2.63808], [1.10022, 4.07155, 0.95838], [0.19337, 3.51073, 0.79295], [1.28533, 4.21569, 2.01157], [1.96068, 3.57510, 0.53722], [0.95400, 5.06062, 0.55268], [0.25439, 0.38395, 0.24098], [-0.10328, -0.29190, -0.52029], [-0.48576, 1.16373, 0.33251], [0.37380, -0.22464, 1.12393], [1.18693, 0.79296, -0.11585], [1.49559, -4.12759, 5.46140], [0.06637, -3.83485, 5.83837], [-0.60543, -3.12715, 4.67246], [0.07931, -1.94110, 4.26144], [0.55318, -0.94428, 3.87615], [1.93189, -4.58932, 6.34715], [2.06881, -3.20118, 5.49691], [1.71455, -4.82051, 4.64896], [-0.12430, -3.35805, 6.79982], [-0.39601, -4.80785, 6.00441], [-1.49447, -2.67645, 5.11356], [-0.76757, -3.72888, 3.77818], [-4.49231, -2.12366, 0.29100], [-3.38713, -1.40547, 1.11101], [-3.67906, 0.06865, 1.53178], [-2.55454, 0.53230, 2.37983], [-1.66133, 0.89252, 2.99228], [-5.09604, -1.40774, -0.26674], [-5.08575, -2.59228, 1.07607], [-4.12922, -2.94934, -0.32099], [-2.38592, -1.50782, 0.69241], [-3.28336, -2.00359, 2.01633], [-4.52021, 0.05209, 2.22481], [-3.66079, 0.79474, 0.71903], [-3.79347, 5.95103, -1.52551], [-2.45794, 5.15559, -1.57648], [-2.18438, 4.15864, -0.44229], [-3.47376, 3.50745, 0.00708], [-4.47429, 3.01575, 0.33578], [-3.74180, 6.59657, -0.64875], [-4.66134, 5.29448, -1.58752], [-3.84277, 6.57965, -2.41461], [-1.56232, 5.77600, -1.60923], [-2.38594, 4.53560, -2.47008], [-1.70669, 4.68590, 0.38349], [-1.48999, 3.41124, -0.82611], [6.56358, -0.29631, -1.72754], [5.23802, 0.18714, -2.41076], [4.04296, -0.06585, -1.51187], [4.03456, 0.73807, -0.22946], [3.96872, 1.31693, 0.81608], [6.61463, 0.09829, -0.71276], [7.42438, 0.07001, -2.28695], [6.73048, -1.36582, -1.59959], [5.00544, -0.15102, -3.42054], [5.30242, 1.27110, -2.50548], [4.00975, -1.14313, -1.34922], [3.12335, 0.30963, -1.96069], [0.72277, 1.83382, -2.68619], [0.51056, 1.40379, -3.94564], [0.52455, 2.50169, -4.81332], [0.97577, 3.67059, -4.04568], [0.98884, 3.18620, -2.71633], [0.69995, 1.29025, -1.83525], [0.19639, 0.39971, -4.18960], [0.34286, 2.51528, -5.87783], [1.42718, 4.59927, -4.36221], [1.25036, 3.64155, -1.77258], [1.15952, -4.03781, 1.25865], [2.13831, -4.68950, 2.01062], [3.33977, -4.06998, 1.64989], [3.14380, -3.09303, 0.65851], [1.74497, -3.03684, 0.49548], [0.15931, -4.15884, 1.32945], [1.94544, -5.46401, 2.73817], [4.21455, -4.44375, 2.16123], [3.95653, -2.55516, 0.19315], [1.05841, -2.45625, -0.10283], [-1.99529, -1.33313, -2.12845], [-2.24031, -2.66355, -2.34378], [-2.98446, -2.78524, -3.50755], [-3.16519, -1.51203, -3.99431], [-2.56975, -0.61573, -3.17323], [-1.46675, -0.90051, -1.38441], [-1.82887, -3.39379, -1.66270], [-3.19024, -3.73886, -3.97087], [-3.63269, -1.30696, -4.94603], [-2.43616, 0.45010, -3.06114]], "atomic_forces_ev_per_a": [[-1.1, 0.1, -2.1], [0.2, -2.8, -0.4], [-3.4, -2.2, -0.8], [1.0, 1.2, 5.0], [3.2, -1.9, -1.8], [-0.6, 4.3, -1.1], [0.1, 1.4, 0.1], [-1.1, -3.1, -2.9], [-2.6, 2.9, 0.6], [0.5, -2.5, 3.9], [3.7, 1.6, -1.4], [1.2, 0.2, 2.6], [-0.1, -1.6, -1.0], [-0.9, 0.5, 1.2], [1.9, 3.3, -1.6], [-0.6, -2.0, 0.9], [0.1, -0.5, 0.1], [0.1, 0.1, -1.1], [-0.4, 0.6, -0.1], [0.6, 0.6, -0.2], [-0.5, 0.0, -0.3], [-0.9, -0.5, -0.6], [-0.3, -0.2, 0.3], [0.3, 0.5, 1.1], [0.2, -0.4, 0.0], [1.6, -1.0, 0.8], [-0.7, -0.4, -0.6], [0.8, 0.5, 0.5], [0.0, -0.3, -0.2], [-0.6, 0.0, -0.4], [0.1, 0.3, -0.2], [0.0, 0.4, -0.5], [0.0, 0.2, 0.4], [-0.5, 0.5, -0.7], [-0.9, -0.2, -0.1], [1.5, -0.2, -0.5], [-0.3, -0.5, -0.5], [-1.4, 0.1, 0.3], [0.1, -0.3, 0.2], [1.4, 0.7, -0.5], [-0.6, -0.1, 0.0], [0.1, 0.0, 0.5], [0.0, 0.2, 0.1], [-0.2, 0.4, -0.1], [-0.4, 0.3, -0.4], [-0.2, -0.4, 0.2], [-0.1, -0.2, 0.4], [-0.3, 0.3, -0.6], [0.9, 0.7, 0.9], [-0.3, 0.8, 0.7], [0.1, 1.2, 3.9], [0.1, -2.5, -4.4], [0.0, 0.3, -0.1], [0.0, 0.1, 0.1], [-0.5, -0.2, -0.4], [0.3, -0.5, 0.2], [0.3, 0.1, -0.1], [-0.5, 0.2, 0.5], [-0.2, -0.5, -0.4], [0.1, 0.9, -0.4], [-1.3, 0.1, -0.3], [1.6, 2.6, 0.6], [-0.8, -3.2, 0.0], [0.6, -0.3, 0.1], [0.0, -0.2, 0.4], [0.3, -0.1, 0.2], [0.1, -0.3, 0.1], [-0.6, 0.1, -0.1], [0.1, 0.3, 0.0], [1.0, 0.2, 0.4], [-0.1, 1.8, -1.4], [-0.3, -1.6, 1.0], [-1.2, -0.4, 0.8], [0.0, -0.9, 0.0], [0.3, -0.1, 0.0], [-0.1, 0.1, -0.3], [0.5, 0.4, -0.5], [-0.5, 0.2, 0.0], [0.5, 0.3, -0.1], [-0.6, -0.5, -1.0], [0.6, 0.7, 0.8], [0.9, -1.2, 0.6], [-1.1, 0.2, -2.3], [1.4, 0.7, 2.4], [0.0, -0.2, 0.2], [-0.2, -0.1, -0.1], [-0.4, 0.2, 0.0], [-0.1, 0.2, 0.2], [-0.5, 0.1, -0.7]], "e_lumo_ev": -8.5, "total_charge": 1, "total_energy_ev": -48223.347, "molar_mass_g_mol": 534.4, "gap_ev": 2.18, "homo_ha": -0.3938}

2.
{"formula": "H3NOS2", "method": "ωB97M-V with the def2-TZVPD basis set", "species": ["N", "O", "S", "S", "H", "H", "H"], "xyz": [[0.57230, -0.42504, 0.90353], [-0.83105, 1.52553, -0.03973], [-2.16377, -1.09570, -0.25056], [-0.67158, 0.09875, -0.23043], [0.96247, 0.39232, 1.24167], [1.32808, -1.01117, 0.60934], [0.80355, 0.51530, -2.23382]], "atomic_forces_ev_per_a": [[-2.4, -0.7, -0.8], [-0.1, 0.0, 0.5], [0.4, 0.2, 0.1], [1.6, -0.9, -0.3], [0.8, 2.2, 0.9], [-0.1, -0.7, -0.9], [-0.3, -0.2, 0.4]], "e_lumo_ev": [-2.1, -1.1], "total_charge": 0, "total_energy_ev": -25252.087, "molar_mass_g_mol": 97.2, "gap_ev": [7.95, 8.07], "homo_ha": [-0.3705, -0.3357]}

3.
{"formula": "C7H13N3O", "method": "ωB97M-V with the def2-TZVPD basis set", "species": ["C", "C", "C", "O", "N", "H", "H", "H", "H", "H", "H", "H", "C", "C", "C", "C", "N", "N", "H", "H", "H", "H", "H", "H"], "xyz": [[-1.14417, -1.32102, -1.18489], [-2.06340, -2.32868, -1.86399], [0.24333, -2.05469, -1.12699], [0.62864, -2.92676, -1.88640], [1.09811, -1.72116, -0.10423], [-1.02668, -0.38964, -1.77065], [-1.55407, -0.94550, -0.24758], [-1.76108, -3.27405, -1.36899], [-1.93237, -2.41513, -2.93463], [1.72528, -2.50751, 0.00834], [0.84169, -1.30218, 0.77961], [-3.10445, -2.33906, -1.52797], [2.18626, 1.73313, 2.18600], [-0.90959, 1.22688, 0.45550], [0.99551, 1.74903, 1.29343], [0.65602, 2.81746, 0.47798], [0.03739, 0.77380, 1.31704], [-0.58570, 2.45545, 0.00181], [-1.90148, 0.82531, 0.53985], [-1.20942, 3.09464, -0.46826], [1.31978, 3.57989, 0.13067], [1.96781, 1.16132, 3.08881], [2.41804, 2.75457, 2.52870], [3.07453, 1.35390, 1.67685]], "atomic_forces_ev_per_a": [[0.6, -0.1, -1.3], [-0.2, -1.3, 1.6], [0.1, 0.6, 1.2], [-1.0, 0.5, -0.4], [0.3, -0.6, 0.4], [0.1, -0.4, 0.0], [0.5, -0.8, 0.2], [0.0, 0.0, -0.9], [-0.1, 0.0, 0.0], [0.4, 0.3, 0.0], [-0.6, 0.4, -0.4], [-0.1, 0.9, -0.5], [0.3, 0.3, 0.2], [1.1, 0.3, 2.7], [0.2, 0.7, 0.1], [-0.2, -2.1, 0.8], [-0.8, 1.1, -1.5], [-0.2, 0.6, -0.9], [-0.2, 0.1, -0.7], [0.1, -0.3, -0.2], [-0.4, 0.6, -0.1], [0.1, -0.2, -0.2], [-0.1, -0.3, -0.2], [0.0, -0.2, 0.2]], "e_lumo_ev": 0.7, "total_charge": 0, "total_energy_ev": -13987.433, "molar_mass_g_mol": 155.2, "gap_ev": 9.51, "homo_ha": -0.3251}